1.
Here is C35H26N10Pt as an isolated structure at a distorted geometry from the Open Molecules 2025 dataset. Energies are from ωB97M-V/def2-TZVPD.

Last column: Mulliken charge in e.
Geometry (Å):
1 H -4.32802 -3.44042 -2.31151  0.57
2 N -1.29830 1.69412 2.66905  -0.57
3 C -0.06247 1.88028 2.35620  0.18
4 H 5.72958 -0.22605 0.81833  0.56
5 H -1.76304 -5.24077 -5.25913  0.43
6 H 3.84016 4.77411 4.40493  0.43
7 H -5.70782 0.19605 5.03394  0.43
8 C -3.15007 -4.41145 -3.85190  -0.66
9 C -0.30251 3.20811 -1.18994  -0.45
10 C -2.09368 0.75187 2.11669  0.23
11 H 7.14130 -2.09557 0.00966  0.43
12 C -3.82427 -0.70670 1.81838  0.37
13 C -2.24251 -2.93622 -2.23916  0.12
14 H 4.20985 3.10996 2.58285  0.56
15 C -2.88876 -0.85470 0.75447  -0.12
16 N -3.04138 -1.68867 -0.29593  -0.54
17 N 1.77227 -0.54216 -0.52892  -0.18
18 C 5.33285 -0.97300 0.13992  -0.38
19 H -3.99655 -4.93201 -4.28469  0.43
20 C -0.03633 -2.30896 -1.99529  0.07
21 H -0.98120 2.99771 -3.22567  0.33
22 C -0.03643 3.06543 -2.67245  -0.92
23 C 2.01657 1.53586 1.51190  -0.09
24 C 0.82579 1.85366 -2.97864  -0.63
25 N 0.66498 1.20358 1.38397  -0.28
26 H 0.63507 3.22135 -0.62854  0.21
27 C 2.09506 -1.63764 -1.30955  0.32
28 C 3.00327 4.21054 4.01132  -0.67
29 C 5.59864 -2.98476 -1.19804  -0.64
30 C -2.10428 -1.99710 -1.11962  0.17
31 C -3.33780 0.31167 2.66223  0.13
32 H 6.24605 -3.78761 -1.53003  0.43
33 C 3.49115 -1.90259 -1.16227  0.23
34 H -1.90675 1.87861 -1.28560  0.32
35 C -1.88468 -4.59130 -4.40143  -0.66
36 C -5.63706 -1.07235 3.29830  -0.68
37 H 0.22048 -4.09079 -4.29024  0.56
38 C -3.34842 -3.57816 -2.75294  -0.21
39 C 0.62940 3.70519 4.06266  -0.21
40 C -0.97133 -3.12392 -2.78321  0.28
41 N -1.12792 2.11436 -0.67476  -0.36
42 N 0.17131 0.60881 -2.56278  -0.28
43 H 0.73452 -0.20436 -2.80042  0.35
44 C 2.12654 2.58955 2.52621  0.44
45 C -5.16286 -0.04484 4.13056  -0.66
46 H 1.79294 1.92808 -2.47888  0.34
47 H -6.53084 -1.61208 3.58599  0.42
48 H 0.47228 3.96082 -3.02357  0.41
49 H 1.59050 5.14280 5.32653  0.43
50 C 6.11372 -2.01522 -0.32155  -0.65
51 N 1.24967 -2.33903 -2.10318  -0.63
52 H -0.74655 0.49497 -2.99021  0.31
53 C 0.85022 2.79694 3.05067  0.19
54 H 3.88528 -3.68471 -2.31013  0.55
55 H -0.35922 3.85318 4.47914  0.58
56 N -0.77263 -1.58463 -1.07007  -0.22
57 C 4.28975 -2.93916 -1.63653  -0.30
58 H -3.64596 1.44503 4.47723  0.56
59 C -0.76785 -3.95092 -3.86651  -0.31
60 C 4.00601 -0.92944 -0.28257  0.35
61 H 1.01309 1.81530 -4.05576  0.45
62 C 2.91902 -0.08991 0.10049  -0.22
63 H -5.33939 -2.20982 1.49285  0.56
64 C -4.98268 -1.41311 2.13204  -0.32
65 H -1.51154 2.33698 0.24428  0.37
66 H -0.80524 4.16147 -1.00430  0.44
67 C 3.22121 3.28465 2.99332  -0.29
68 C 1.73012 4.41711 4.53380  -0.67
69 N 3.01641 0.96216 0.94221  -0.56
70 C -4.01323 0.65946 3.82654  -0.31
71 Pt -0.07991 -0.06775 0.03784  1.20
72 N -1.84560 0.03812 0.96143  -0.11

Properties
highest occupied orbital energy (alpha / beta) = -11.7 / -14.2 eV
total charge = +2
E_LUMO (alpha / beta) = -0.2435 / -0.3492 Ha
spin multiplicity = 5
calculated total energy = -2015.717472 hartree
Kohn-Sham gap (alpha / beta) = 5.028 / 4.678 eV

=====

2.
Here is C35H26N6OsS as an isolated structure at a distorted geometry from the Open Molecules 2025 dataset. Energies are from ωB97M-V/def2-TZVPD.

Last column: Mulliken charge in e.
Geometry (Å):
1 C 2.23026 -0.32738 -0.98184  1.11
2 H -1.23647 -1.27983 -2.64004  0.41
3 C -0.56461 -2.40557 3.00223  0.40
4 C -2.05568 1.80074 -2.14252  -0.28
5 H 3.83467 2.14717 4.85064  0.48
6 N -4.01197 0.30173 -9.41969  -0.40
7 C 3.93264 0.80841 3.17947  -0.73
8 H 4.12573 -1.78078 -3.35354  0.47
9 H 2.34968 -2.54073 1.66412  0.33
10 H -5.15927 -2.03951 2.64204  0.46
11 C -0.08200 1.65673 2.73002  -0.39
12 H 4.74528 1.33897 2.70017  0.48
13 C -2.70832 -0.63283 -4.88368  -0.29
14 C -3.26335 0.45780 -6.95266  0.41
15 C -2.59133 1.77582 -5.05760  -0.55
16 H -2.47442 2.73569 -2.46288  0.45
17 C 2.38948 -1.03800 3.21490  1.04
18 H 3.94435 0.34422 -2.12105  0.51
19 N 0.38859 -1.98096 2.14280  0.33
20 N -2.00840 0.69245 -2.95498  0.37
21 C -1.45011 -0.30235 -2.24589  -0.22
22 C -4.09181 -1.97837 2.51235  -0.84
23 C 1.98269 0.78838 -0.10705  0.10
24 H -0.27793 -2.94983 3.89489  0.49
25 C -0.04075 2.75957 3.55934  -0.89
26 H 1.14445 -1.16598 4.96990  0.38
27 C -1.51717 1.43868 -0.95142  -1.03
28 H 2.55792 -3.61885 -2.92333  0.52
29 N -2.11203 -1.43105 1.53041  0.18
30 C -2.44551 0.60923 -4.32193  1.57
31 C 0.83477 1.59594 1.68282  -0.77
32 H -1.37796 2.02819 -0.06141  0.59
33 H 0.88973 4.64157 4.01534  0.46
34 H -3.88740 -0.86338 0.56080  0.50
35 H -0.79463 0.85858 2.89340  0.50
36 C 3.42440 1.25906 4.38856  -0.51
37 C 3.41122 -0.33486 2.59023  -0.28
38 C 1.78954 3.73611 2.30947  -0.66
39 C 1.91677 -0.60846 4.45167  -0.23
40 H 1.74675 -3.10184 3.23897  0.78
41 S 2.79961 2.26340 0.12458  -0.21
42 H -2.36348 2.74321 -4.63510  0.31
43 H 3.82821 -0.70642 1.66067  0.50
44 C 2.41882 0.54708 5.02888  -0.81
45 C 2.45053 -2.69369 -2.37233  -0.72
46 C 1.76038 2.62177 1.48031  1.10
47 H -3.32862 -1.66618 -6.65198  0.46
48 H 0.74508 -3.39237 -1.28793  0.54
49 C -3.11593 -0.70637 -6.20297  -1.01
50 N 0.97347 0.57693 0.73426  0.81
51 H -2.62692 -1.54606 -4.31198  0.36
52 C 0.88385 3.78892 3.35069  -0.74
53 C -3.00317 1.69713 -6.37627  -0.97
54 C -3.11539 -2.46072 3.33677  -0.91
55 H -3.23830 -2.99235 4.26616  0.52
56 H -0.73322 2.82962 4.38683  0.48
57 C 1.43051 -2.56570 -1.44399  -0.27
58 C 3.24574 -0.45947 -1.92548  -0.49
59 C 1.78491 -2.25557 2.55129  -1.89
60 C -1.87412 -2.12620 2.71776  -0.34
61 H 2.50621 4.53077 2.15448  0.50
62 H 2.04521 0.87927 5.98804  0.46
63 C -3.42655 -1.35860 1.40377  -0.32
64 Os -0.23925 -0.99798 0.52544  0.30
65 C -3.68323 0.37439 -8.32290  -0.05
66 C 1.29238 -1.37927 -0.71636  -0.39
67 H -3.11252 2.59806 -6.96316  0.46
68 C 3.34719 -1.65176 -2.61447  -0.77
69 N -1.13920 0.11369 -1.02798  -0.15

Properties
highest occupied orbital energy (alpha / beta) = -14.0 / -13.9 eV
total charge = +2
E_LUMO (alpha / beta) = -0.3091 / -0.3238 Ha
calculated total energy = -2166.216640 hartree
Kohn-Sham gap (alpha / beta) = 5.620 / 5.113 eV

=====

3.
Here is C35H27BrI2N3O3PdS as an isolated structure at a distorted geometry from the Open Molecules 2025 dataset. Energies are from ωB97M-V/def2-TZVPD.

Last column: Mulliken charge in e.
Geometry (Å):
1 N 13.63010 9.15535 12.82261  -0.32
2 C 12.59538 8.76382 11.94735  -0.67
3 C 10.26489 8.45113 11.52508  -0.77
4 C 20.34076 11.04062 7.38285  -0.17
5 H 8.84833 17.88614 6.72721  0.45
6 C 8.10664 15.67925 7.65079  -0.45
7 H 19.06582 8.69349 15.76510  0.35
8 H 13.37040 19.48590 5.35581  0.31
9 H 11.99871 16.61747 6.71598  0.37
10 C 13.92448 19.09071 6.22693  -0.37
11 I 8.37278 7.89627 12.22005  0.20
12 C 13.98468 17.68443 8.25235  -0.31
13 H 16.98390 18.93470 7.64303  0.38
14 C 19.16358 11.75325 7.55004  -0.51
15 C 15.34592 17.95537 8.44575  -0.62
16 H 17.59936 9.71250 17.53088  0.41
17 H 8.40903 15.62999 6.60684  0.31
18 H 15.89704 17.57646 9.36305  0.30
19 C 12.88984 8.66663 10.57654  1.67
20 C 19.89081 9.76049 9.34361  -0.34
21 H 15.93633 20.11301 5.98669  0.40
22 C 8.14219 16.81809 9.85016  -0.25
23 N 16.19638 9.16835 13.94176  -0.21
24 C 20.69090 10.00271 8.22173  -0.69
25 C 18.71297 10.49430 9.51850  0.29
26 H 14.36241 9.87803 14.51749  0.30
27 H 13.43271 17.03391 8.88241  0.48
28 C 18.00962 8.92333 15.58264  -0.58
29 H 7.18719 15.57435 11.46447  0.29
30 C 7.39008 15.66755 10.35219  -0.50
31 H 11.94390 9.74147 15.69025  0.39
32 C 11.92652 17.70907 6.78739  -0.94
33 C 11.32635 8.66747 12.44800  1.40
34 C 17.48883 8.67730 14.31090  -0.38
35 I 12.42823 7.64834 7.77081  0.22
36 H 11.41725 18.17259 5.93402  0.50
37 C 9.08053 18.01175 7.80331  -1.10
38 H 8.62297 18.93707 8.21740  0.44
39 H 9.82370 8.08068 9.53536  0.45
40 H 18.92923 12.64435 6.84865  0.28
41 C 15.50829 9.80008 14.89436  0.29
42 C 12.09374 9.46985 14.62987  -1.01
43 C 18.30403 11.42083 8.55292  -0.36
44 C 17.21217 9.51610 16.55416  -0.20
45 C 6.96189 14.70602 9.50204  -0.31
46 C 11.85908 8.29731 9.67785  -1.11
47 H 21.02333 11.33995 6.58694  0.36
48 C 11.10540 9.04088 13.81483  -0.42
49 C 13.35642 18.17150 7.05440  0.55
50 Br 11.74756 21.42476 19.45940  0.26
51 C 15.34328 19.36713 6.43071  -0.76
52 C 15.96112 10.08683 16.16054  -0.79
53 N 17.05359 9.87062 11.35714  -0.45
54 H 10.07276 9.30403 13.97211  0.26
55 H 15.27026 10.59476 16.91410  0.32
56 C 10.59705 8.25702 10.21877  0.00
57 H 6.24719 13.96208 9.85933  0.35
58 C 17.76822 10.12579 10.48820  0.21
59 Pd 15.44274 9.15387 12.05660  0.97
60 O 11.20307 17.20684 9.25477  -0.62
61 C 13.35482 9.39535 14.09813  0.50
62 H 8.51617 17.57416 10.54010  0.35
63 H 17.37284 12.00850 8.75497  0.35
64 H 21.62101 9.51622 8.06780  0.40
65 O 14.12569 8.83398 10.23671  -0.62
66 C 8.47118 16.82371 8.46532  0.76
67 C 15.95521 18.76153 7.53744  -0.20
68 H 6.83297 14.12211 7.37334  0.40
69 H 20.19278 9.04171 10.06737  0.43
70 O 11.27189 20.99453 17.88449  -0.26
71 H 18.01499 8.10873 13.57136  0.50
72 S 10.89290 18.25144 8.20941  0.46
73 C 7.27536 14.70813 8.12506  -0.66

Properties
highest occupied orbital energy (alpha / beta) = -8.9 / -9.9 eV
total charge = +1
E_LUMO (alpha / beta) = -0.1265 / -0.1958 Ha
spin multiplicity = 5
calculated total energy = -5434.751210 hartree
Kohn-Sham gap (alpha / beta) = 5.474 / 4.584 eV